(1)
{"formula": "C16H28N2O2Si", "method": "ωB97M-V/def2-TZVPD", "de_lowest_kcal_mol": 23.1, "homo_lumo_gap_ev": 7.75, "total_energy_ev": -31999.175, "e_homo_ev": -6.989, "species": ["C", "O", "C", "C", "C", "C", "N", "C", "C", "N", "C", "C", "O", "Si", "C", "C", "C", "C", "C", "C", "C", "H", "H", "H", "H", "H", "H", "H", "H", "H", "H", "H", "H", "H", "H", "H", "H", "H", "H", "H", "H", "H", "H", "H", "H", "H", "H", "H", "H"], "coordinates": [[7.293, 0.911, 1.238], [6.734, 0.471, 0.015], [5.349, 0.222, 0.124], [4.673, 0.170, 1.337], [3.335, -0.118, 1.390], [2.570, -0.403, 0.265], [1.179, -0.596, 0.329], [0.349, -0.009, 1.378], [-0.030, 1.448, 1.073], [-0.400, 1.689, -0.402], [-1.748, 2.053, -0.788], [-2.788, 1.068, -0.228], [-2.847, -0.186, -0.815], [-4.275, -1.126, -0.537], [-3.942, -2.270, 0.904], [-5.856, -0.164, -0.003], [-4.607, -2.054, -2.078], [0.411, 0.944, -1.395], [0.454, -0.523, -0.947], [3.304, -0.555, -0.896], [4.631, -0.201, -0.988], [6.678, 1.730, 1.658], [8.322, 1.291, 1.094], [7.300, 0.107, 1.958], [5.181, 0.408, 2.251], [2.829, -0.126, 2.350], [-0.545, -0.589, 1.437], [0.865, -0.059, 2.346], [0.809, 2.115, 1.262], [-0.834, 1.744, 1.764], [-1.793, 2.035, -1.877], [-1.963, 3.092, -0.509], [-2.631, 0.916, 0.865], [-3.778, 1.564, -0.268], [-4.716, -2.995, 1.094], [-3.741, -1.675, 1.788], [-3.043, -2.833, 0.666], [-6.674, -0.851, 0.144], [-5.726, 0.387, 0.921], [-6.179, 0.567, -0.737], [-3.641, -2.491, -2.338], [-5.342, -2.837, -1.980], [-4.956, -1.416, -2.885], [-0.011, 1.071, -2.396], [1.417, 1.335, -1.419], [-0.567, -0.942, -0.798], [0.947, -1.209, -1.657], [2.831, -0.911, -1.785], [5.167, -0.197, -1.925]]}

(2)
{"formula": "C16H28N4O2S", "method": "ωB97M-V/def2-TZVPD", "de_lowest_kcal_mol": 13.4, "homo_lumo_gap_ev": 9.13, "total_energy_ev": -37937.266, "e_homo_ev": -8.490, "species": ["C", "C", "C", "C", "N", "N", "C", "S", "C", "C", "O", "N", "C", "C", "C", "C", "C", "N", "C", "C", "C", "O", "C", "H", "H", "H", "H", "H", "H", "H", "H", "H", "H", "H", "H", "H", "H", "H", "H", "H", "H", "H", "H", "H", "H", "H", "H", "H", "H", "H", "H"], "coordinates": [[-5.124, -3.622, -0.034], [-3.705, -3.171, 0.285], [-3.600, -1.648, 0.332], [-2.218, -1.212, 0.650], [-1.209, -1.990, 0.913], [-0.128, -1.226, 1.150], [-0.499, 0.021, 1.032], [0.514, 1.423, 1.218], [1.959, 0.661, 2.037], [3.242, 0.965, 1.275], [4.017, 1.797, 1.715], [3.457, 0.316, 0.116], [2.691, -0.777, -0.440], [3.525, -2.061, -0.424], [4.830, -1.854, -1.186], [5.582, -0.662, -0.600], [4.685, 0.575, -0.613], [-1.825, 0.102, 0.718], [-2.576, 1.301, 0.473], [-2.314, 1.854, -0.929], [-3.018, 3.203, -1.115], [-2.698, 4.156, -0.134], [-1.388, 4.672, -0.214], [-5.820, -3.267, 0.724], [-5.178, -4.707, -0.065], [-5.444, -3.236, -1.000], [-3.013, -3.549, -0.468], [-3.389, -3.574, 1.247], [-3.899, -1.223, -0.632], [-4.283, -1.254, 1.092], [1.741, -0.400, 2.135], [2.043, 1.131, 3.017], [1.764, -0.941, 0.105], [2.441, -0.520, -1.478], [2.942, -2.869, -0.866], [3.743, -2.328, 0.612], [5.446, -2.753, -1.128], [4.611, -1.664, -2.239], [6.487, -0.458, -1.172], [5.870, -0.879, 0.431], [5.181, 1.422, -0.137], [4.428, 0.839, -1.645], [-3.638, 1.081, 0.604], [-2.278, 2.054, 1.211], [-1.237, 1.974, -1.067], [-2.679, 1.158, -1.687], [-4.100, 3.068, -1.031], [-2.787, 3.594, -2.118], [-1.173, 5.043, -1.223], [-0.633, 3.930, 0.064], [-1.347, 5.500, 0.491]]}

(3)
{"formula": "C16H28N4O5", "method": "ωB97M-V/def2-TZVPD", "de_lowest_kcal_mol": 96.6, "homo_lumo_gap_ev": 8.65, "total_energy_ev": -33243.208, "e_homo_ev": -8.530, "species": ["C", "C", "O", "N", "C", "C", "C", "C", "C", "N", "C", "N", "C", "C", "C", "N", "O", "C", "C", "C", "O", "O", "H", "H", "H", "H", "H", "H", "H", "H", "H", "H", "H", "H", "H", "H", "H", "H", "H", "H", "H", "H", "H", "H", "C", "C", "O", "H", "H", "H", "H", "H", "H"], "coordinates": [[0.195, 1.596, 1.036], [-0.564, 1.433, -0.255], [-0.008, 1.011, -1.229], [-1.956, 1.794, -0.340], [-2.126, 3.194, 0.090], [-2.758, 0.920, 0.529], [-2.704, -0.516, 0.003], [-1.902, -1.421, 0.952], [-1.541, -2.740, 0.284], [-0.248, -2.596, -0.389], [-0.062, -2.593, -1.711], [1.228, -2.374, -1.967], [1.876, -2.274, -3.272], [2.083, -3.629, -3.939], [2.702, -4.653, -3.007], [1.877, -5.436, -2.150], [3.887, -4.787, -2.996], [1.887, -2.223, -0.763], [0.959, -2.366, 0.231], [1.170, -2.259, 1.733], [2.197, -1.650, 2.050], [0.285, -2.828, 2.416], [0.365, 2.654, 1.225], [-0.315, 1.187, 1.902], [1.155, 1.108, 0.936], [-1.817, 3.362, 1.122], [-1.531, 3.844, -0.544], [-3.169, 3.464, -0.019], [-2.407, 0.930, 1.565], [-3.778, 1.289, 0.532], [-3.697, -0.941, -0.106], [-2.218, -0.521, -0.971], [-1.005, -0.924, 1.295], [-2.515, -1.644, 1.819], [-1.481, -3.537, 1.009], [-2.274, -2.947, -0.490], [-0.846, -2.739, -2.428], [1.235, -1.672, -3.907], [2.818, -1.762, -3.137], [2.782, -3.489, -4.755], [1.154, -3.991, -4.376], [1.708, -4.946, -1.277], [0.993, -5.645, -2.597], [2.933, -2.024, -0.647], [1.495, 6.055, 3.116], [0.049, 6.227, 2.691], [-0.610, 4.971, 2.531], [2.038, 5.456, 2.384], [1.992, 7.021, 3.216], [1.557, 5.536, 4.076], [-0.009, 6.729, 1.727], [-0.496, 6.832, 3.423], [-0.581, 4.515, 3.378]]}

(4)
{"formula": "C16H28N4Pt", "method": "ωB97M-V/def2-TZVPD", "de_lowest_kcal_mol": 0.0, "homo_lumo_gap_ev": [6.07, 6.08], "total_energy_ev": -26250.377, "e_homo_ev": [-5.605, -5.610], "species": ["Pt", "C", "C", "N", "C", "C", "C", "C", "C", "C", "C", "N", "C", "C", "N", "N", "H", "H", "H", "H", "H", "H", "H", "H", "H", "H", "H", "H", "H", "H", "H", "H", "H", "H", "C", "C", "C", "C", "C", "H", "H", "H", "H", "H", "H", "H", "H", "H", "H"], "coordinates": [[-0.458, 0.520, 0.289], [0.907, -2.868, 0.989], [1.625, -2.389, -0.275], [0.707, -1.657, -1.137], [1.347, -0.885, -2.184], [1.746, 0.513, -1.732], [2.350, 1.393, -2.608], [2.804, 2.617, -2.138], [2.710, 2.877, -0.778], [2.078, 1.962, 0.040], [1.984, 2.184, 1.543], [1.252, 1.123, 2.203], [2.065, -0.057, 2.489], [1.229, -1.279, 2.876], [0.387, -1.768, 1.793], [1.525, 0.839, -0.446], [1.600, -3.493, 1.569], [0.070, -3.500, 0.679], [2.073, -3.258, -0.781], [2.438, -1.717, 0.004], [0.016, -2.284, -1.524], [0.675, -0.801, -3.040], [2.258, -1.394, -2.532], [2.486, 1.114, -3.646], [3.243, 3.341, -2.811], [3.124, 3.783, -0.355], [1.472, 3.130, 1.720], [3.008, 2.279, 1.938], [0.796, 1.459, 3.039], [2.786, 0.134, 3.300], [2.636, -0.293, 1.591], [0.596, -1.000, 3.723], [1.914, -2.068, 3.217], [-0.536, -1.982, 2.132], [-3.023, 0.517, -1.947], [-3.429, 0.315, -0.473], [-4.800, 0.964, -0.261], [-3.549, -1.199, -0.208], [-2.377, 0.880, 0.478], [-3.663, -0.074, -2.615], [-1.984, 0.219, -2.078], [-3.106, 1.571, -2.219], [-5.541, 0.527, -0.936], [-4.752, 2.037, -0.453], [-5.144, 0.813, 0.766], [-4.273, -1.657, -0.888], [-3.878, -1.374, 0.819], [-2.573, -1.669, -0.347], [-2.822, 1.555, 1.217]]}